[1]
# C3H6N2O

A cluster of 2 separate species, C3H6N2O in total at a distorted geometry (ωB97M-V/def2-TZVPD, the Open Molecules 2025 dataset).

Calculated total energy in Ha: -302.64980
Maximum force in eV/A: 2.02
Total charge: 0
E_LUMO in eV: 0.437
Energy relative to the best compared isomer or geometry (same formula, charge and spin) in kcal per mole: 27.17
SMILES string: c1c[nH]cn1.O
HOMO level in Eh: -0.317

Structure (XYZ):
```
12
Properties=species:S:1:pos:R:3:nbo_charge:R:1
C -0.716 -0.496 -0.703 -0.13
C -0.390 -1.810 -0.434 -0.10
N 0.478 -1.879 0.623 -0.47
C 0.674 -0.653 1.004 0.16
N 0.029 0.241 0.192 -0.53
H -1.621 -0.045 -1.078 0.22
H -0.856 -2.713 -0.782 0.21
H 1.216 -0.315 1.873 0.19
H 0.099 1.214 0.450 0.44
H -0.412 3.407 -1.199 0.48
H 0.903 3.051 -0.572 0.47
O -0.059 3.076 -0.354 -0.95
```

=====

[2]
# C6H9Cl

An isolated molecule of C6H9Cl at a distorted geometry (ωB97M-V/def2-TZVPD, the Open Molecules 2025 dataset).

Calculated total energy in Ha: -694.09803
Maximum force in eV/A: 3.90
Total charge: 0
E_LUMO in eV: 0.870
Energy relative to the best compared isomer or geometry (same formula, charge and spin) in kcal per mole: 47.19
HOMO level in Eh: -0.287

Structure (XYZ):
```
16
Properties=species:S:1:pos:R:3:nbo_charge:R:1
C 1.592 -0.086 -0.831 -0.37
C 0.332 -0.465 -0.660 -0.06
C -0.063 1.859 1.249 -0.37
C -0.806 0.580 1.456 -0.47
C -0.704 0.349 -0.024 -0.02
C -0.144 -1.847 -1.047 -0.64
Cl -1.998 0.926 -1.020 0.01
H 2.336 -0.753 -1.237 0.20
H 1.925 0.901 -0.568 0.20
H -0.600 2.743 0.968 0.21
H 1.005 1.861 1.250 0.20
H -0.276 -0.163 2.046 0.22
H -1.826 0.692 1.817 0.22
H -1.228 -1.907 -1.018 0.22
H 0.200 -2.120 -2.043 0.22
H 0.256 -2.571 -0.338 0.22
```

=====

[3]
# C4H9NO2

A cluster of 2 separate species, C4H9NO2 in total at a distorted geometry (ωB97M-V/def2-TZVPD, the Open Molecules 2025 dataset).

Calculated total energy in Ha: -362.97974
Maximum force in eV/A: 1.36
Total charge: 0
E_LUMO in eV: 0.857
Energy relative to the best compared isomer or geometry (same formula, charge and spin) in kcal per mole: 66.39
HOMO level in Eh: -0.377

Structure (XYZ):
```
16
Properties=species:S:1:pos:R:3:nbo_charge:R:1
C 1.773 -0.409 -1.559 -0.45
N 1.909 0.569 -0.538 -0.46
C 1.896 1.314 0.359 0.24
O -0.173 0.647 1.715 -0.77
C -1.213 0.788 0.764 -0.10
C -1.729 -0.610 0.401 -0.08
O -0.639 -1.477 0.161 -0.74
H 0.886 -1.007 -1.324 0.27
H 1.657 0.097 -2.519 0.22
H 2.669 -1.032 -1.572 0.23
H 0.574 1.262 1.509 0.48
H -2.031 1.384 1.188 0.17
H -0.863 1.288 -0.151 0.16
H -2.362 -1.008 1.209 0.16
H -2.338 -0.574 -0.511 0.18
H -0.016 -1.232 0.868 0.48
```

=====

[4]
# H30O15

A cluster of 15 separate species, H30O15 in total at a distorted geometry (ωB97M-V/def2-TZVPD, the Open Molecules 2025 dataset).

Calculated total energy in Ha: -1146.61608
Maximum force in eV/A: 2.65
Total charge: 0
E_LUMO in eV: -0.115
Energy relative to the best compared isomer or geometry (same formula, charge and spin) in kcal per mole: 15.05
HOMO level in Eh: -0.360

Structure (XYZ):
```
45
Properties=species:S:1:pos:R:3:nbo_charge:R:1
O 1.436 -2.552 2.439 -0.98
H 1.573 -2.339 1.512 0.49
H 2.322 -2.626 2.805 0.48
O -0.781 -1.808 -2.137 -0.99
H -1.362 -2.301 -1.521 0.51
H -0.510 -2.465 -2.738 0.47
O -0.655 3.379 -0.366 -1.00
H -0.736 4.126 0.226 0.48
H -0.611 2.535 0.056 0.52
O -2.564 0.335 -1.326 -0.95
H -2.006 0.477 -2.108 0.49
H -3.380 0.723 -1.688 0.47
O 1.248 2.960 -2.547 -0.95
H 0.721 3.320 -3.237 0.47
H 0.858 3.268 -1.747 0.51
O -3.104 0.644 1.309 -0.98
H -3.644 1.389 1.054 0.48
H -2.785 0.231 0.495 0.51
O -2.140 -3.105 -0.035 -0.97
H -1.636 -2.645 0.603 0.50
H -1.999 -4.026 0.196 0.47
O 1.350 -2.328 -0.418 -0.99
H 1.101 -3.306 -0.461 0.49
H 0.664 -1.892 -0.941 0.51
O -0.905 2.207 2.071 -0.96
H -1.595 1.591 1.860 0.49
H -1.374 2.897 2.545 0.47
O 0.353 0.617 -0.145 -1.01
H -0.041 -0.209 0.175 0.50
H 0.535 0.426 -1.094 0.50
O -0.859 -1.330 1.450 -1.00
H -0.165 -1.607 2.069 0.53
H -1.517 -0.939 2.033 0.50
O 3.646 -1.041 -1.137 -0.96
H 4.092 -1.165 -0.300 0.45
H 2.802 -1.531 -0.994 0.49
O 2.509 1.714 0.811 -0.99
H 1.755 1.233 0.400 0.49
H 2.979 1.962 0.013 0.46
O 1.174 0.371 -2.760 -0.96
H 0.291 0.083 -3.085 0.46
H 1.139 1.325 -2.763 0.49
O 0.459 0.359 3.488 -0.97
H 1.343 0.185 3.103 0.47
H 0.017 0.860 2.831 0.48
```